Record 1
Entry from the OMol25 dataset: a single C3H3ClS2 molecule in a non-equilibrium geometry (the ωB97M-V functional and the def2-TZVPD basis).

```
9
Properties=species:S:1:pos:R:3:forces:R:3
S 2.84698 0.21116 -0.37123 -2.20 -2.31 1.46
C 1.69090 -1.00492 0.10183 5.19 2.30 -1.49
S 0.14296 -1.21944 -0.16698 -4.69 2.21 0.17
C -0.38093 0.48604 0.01842 -3.92 0.74 -0.16
C -1.72204 0.86674 0.01924 4.58 -4.01 -0.84
Cl -2.79740 -0.44225 -0.33960 -0.77 0.64 0.06
H 1.87186 -1.99680 0.40492 2.24 -1.22 0.59
H 0.34007 1.23886 0.26441 0.63 -0.04 -0.12
H -1.99240 1.86060 0.06900 -1.08 1.70 0.33
```
Positions in Å, forces in eV/Å.

The calculation puts the LUMO energy at -0.942 eV. For the energy relative to the best compared isomer or geometry (same formula, charge and spin), the calculation gives 41.32 kcal per mole. Its structure (SMILES) is S=CS/C=C\Cl. As for the largest force on an atom: 0.120 Eh/bohr. The HOMO energy is -8.815 eV.

***

Record 2
Entry from the OMol25 dataset: a single C13H17NO4 molecule in a non-equilibrium geometry (the ωB97M-V functional and the def2-TZVPD basis).

```
35
Properties=species:S:1:pos:R:3:forces:R:3
C 1.73659 -4.17576 4.75696 3.31 -3.88 -1.98
O 1.46035 -3.22424 3.85894 -1.52 5.99 0.30
C 0.69297 -3.60353 2.89293 0.18 5.10 -2.21
O 0.59752 -4.71014 2.67293 -1.90 -8.46 -1.94
C 0.13200 -2.57473 1.93192 3.76 3.40 7.82
C 0.23571 -1.26623 2.39936 0.55 4.99 1.04
C -0.27586 -0.10540 1.65369 -1.37 -5.88 -0.79
C -1.13036 -0.53137 0.45138 3.51 1.17 3.85
C -1.52782 0.75178 -0.17401 -0.42 -1.05 -3.93
O -1.83603 1.83354 0.28492 0.05 -0.70 0.76
N -1.45393 0.60179 -1.56497 -0.42 -1.12 -2.22
C -1.96137 1.63804 -2.48486 4.45 -4.09 -4.09
C -0.61892 2.21622 -3.26665 -7.26 8.68 7.53
C 0.12219 2.98884 -2.05946 8.36 -7.56 -8.31
C 1.54045 3.81562 -2.81929 -9.28 0.30 -1.06
O 2.28385 4.35249 -1.89530 6.44 -1.48 -2.32
C -1.10877 -1.91544 0.00860 0.63 6.32 1.17
C -0.35385 -2.74624 0.77756 -5.57 -6.44 -6.48
H 2.53750 -4.69404 4.07533 -0.86 -0.63 2.25
H 0.91659 -4.88230 4.88737 0.16 0.22 0.65
H 2.25637 -3.73311 5.55272 0.11 0.36 1.47
H 0.76556 -0.94919 3.41613 -1.12 -1.25 -2.32
H -0.12447 0.89935 2.02962 -0.34 -0.07 -0.39
H -1.04005 -0.21002 -2.19797 -1.10 1.95 2.94
H -2.44105 1.10697 -3.39689 -0.28 0.86 1.95
H -2.47768 2.35754 -1.99495 -1.70 2.11 1.23
H -1.19138 3.01073 -3.77524 0.85 -0.31 -1.07
H -0.22658 1.54962 -3.80367 3.66 -5.11 -4.08
H 0.64123 2.01112 -1.77006 -0.77 2.09 1.97
H -0.37102 3.68821 -1.65086 -3.91 4.27 3.87
H 0.82979 4.49464 -3.59512 2.43 -0.84 1.75
H 1.95775 3.09341 -3.36499 2.17 -2.59 -2.12
H 1.72371 4.75978 -1.38358 -4.14 3.83 4.92
H -1.53517 -2.05251 -0.94709 -0.60 -1.06 -0.60
H -0.75580 -3.79543 0.49462 1.94 0.90 0.43
```
Positions in Å, forces in eV/Å.

The calculation puts the LUMO energy at -0.035 eV. For the energy relative to the best compared isomer or geometry (same formula, charge and spin), the calculation gives 222.24 kcal per mole. Its structure (SMILES) is COC(=O)c1ccc(C(=O)NCCCCO)cc1. As for the largest force on an atom: 0.272 Eh/bohr. The HOMO energy is -8.751 eV.

***

Record 3
Entry from the OMol25 dataset: a molecular structure, C26H55B2ClF9N4O16PSi2V in a non-equilibrium geometry (the ωB97M-V functional and the def2-TZVPD basis).

```
117
Properties=species:S:1:pos:R:3:forces:R:3
C 2.33829 -2.38298 1.30082 -0.59 -0.09 -0.40
C 1.82361 -1.52817 0.05372 1.03 0.17 0.74
C 2.42460 -0.04686 0.19025 -0.13 -1.20 -1.28
N 1.47887 0.89219 0.91862 1.48 0.76 0.00
Si 1.42206 2.50694 0.19300 -0.69 -0.37 -1.16
O -0.10299 3.13464 -0.21128 0.55 -2.10 1.71
Si -1.46759 2.18265 0.22010 -0.56 -0.35 -0.88
C -1.38931 0.36659 -0.40489 0.28 -0.46 -0.50
C -2.02406 2.33566 2.05720 1.00 0.80 0.25
C -1.16565 1.51230 3.11170 -1.66 0.03 1.41
C -1.59766 -0.02745 3.22896 0.81 0.78 0.35
F -0.53941 -0.82182 2.81926 -2.21 0.62 0.34
F -2.77762 -0.28414 2.51345 2.35 -0.14 1.12
F -1.87015 -0.39845 4.55772 0.29 0.51 -2.17
P 2.50505 3.99363 1.47534 0.20 4.54 0.23
O 1.86271 5.34606 1.14759 1.27 -2.99 0.94
O 2.36825 3.68119 3.13650 0.32 -0.38 -2.07
O 4.15903 4.10977 1.06737 -2.43 -1.28 0.65
H 3.27799 -2.92749 0.98742 -1.10 0.49 0.61
H 2.56803 -1.74940 2.21379 -0.28 -0.60 -1.13
H 1.50647 -3.08922 1.59961 1.20 0.44 -0.24
H 2.23400 -1.99137 -0.90049 -0.53 0.61 1.17
H 0.69532 -1.54693 -0.00073 1.32 0.37 0.05
H 3.43510 -0.08498 0.71897 -1.34 -0.05 -0.62
H 2.64507 0.29320 -0.86988 -0.40 -0.04 1.28
H 1.92856 1.00126 1.84006 -0.69 -0.21 -0.33
H 2.21423 2.45381 -1.05698 -0.08 0.17 0.12
H -2.60221 2.76834 -0.53985 0.18 0.25 0.11
H -1.33467 -0.39877 0.42138 0.02 0.84 -0.90
H -0.49531 0.19036 -1.09556 -1.15 0.24 0.90
H -2.30619 0.14038 -1.04139 1.01 0.36 0.82
H -1.87561 3.44024 2.32303 -0.21 -1.38 -0.33
H -3.13981 2.15654 2.12330 1.33 -0.06 0.05
H -0.04930 1.62057 3.01342 -1.31 -0.43 -0.24
H -1.42260 1.94825 4.13804 0.43 -0.69 -1.24
H 2.01494 2.78183 3.26228 0.34 0.41 0.10
H 4.36169 3.45318 0.37077 0.09 0.36 0.40
C -9.22993 -1.12024 2.05748 0.32 0.38 0.64
C -8.24717 -0.45935 1.11028 -0.78 -1.45 -0.62
O -7.65945 0.74752 1.65550 -1.59 -0.56 -0.19
C -6.87966 0.59681 2.85457 1.91 0.54 0.83
C -5.66968 -0.29708 2.67736 -0.32 -0.25 -0.44
H -9.97936 -0.40297 2.40014 -0.02 -0.07 -0.10
H -9.73430 -1.94862 1.55857 0.12 0.11 -0.12
H -8.73017 -1.51837 2.94331 -0.09 -0.08 -0.04
H -8.77611 -0.16536 0.20567 0.15 0.18 0.18
H -7.46504 -1.15530 0.79956 0.15 0.25 0.13
H -7.51342 0.24998 3.67437 -0.45 0.01 -0.43
H -6.53812 1.59728 3.12842 -0.25 0.05 -0.22
H -5.96174 -1.33322 2.49254 0.05 0.02 0.10
H -5.04981 -0.28065 3.57437 -0.09 0.10 -0.05
H -5.06950 0.02940 1.82584 0.02 0.05 0.14
C -8.68568 -0.02090 6.66501 0.00 -0.31 0.16
O -9.41024 -1.14584 6.18493 -0.09 -0.03 -0.14
H -8.79759 0.79799 5.95391 -0.07 -0.09 0.01
H -9.08150 0.28761 7.63573 0.16 0.19 0.00
H -7.62729 -0.27807 6.75789 0.05 0.23 0.08
H -9.29608 -1.85449 6.82919 -0.11 0.03 -0.12
C 8.88615 1.58352 -1.25731 -0.22 -0.22 0.06
C 7.94138 1.73721 -2.27072 0.06 0.13 0.23
C 6.83180 0.90419 -2.31419 -0.02 0.08 -0.06
C 6.67316 -0.07705 -1.33818 0.43 0.35 0.02
C 7.61678 -0.24201 -0.32701 0.01 -0.05 0.10
C 8.72704 0.59331 -0.28971 0.02 0.00 -0.11
N 5.49195 -0.93546 -1.37373 0.06 -0.09 0.03
O 4.69394 -0.77035 -2.29059 0.11 -0.27 0.46
O 5.36261 -1.76927 -0.48464 -0.22 0.30 -0.49
H 9.75006 2.23887 -1.22121 -0.08 -0.07 0.01
H 8.06718 2.51076 -3.03051 0.04 -0.32 0.12
H 6.10309 1.03172 -3.10642 -0.02 -0.14 0.14
H 7.50128 -1.00662 0.43168 -0.11 0.04 -0.15
H 9.46758 0.47648 0.49505 -0.12 -0.01 -0.04
C 1.31557 -2.06650 -6.02900 -0.27 -0.36 0.11
O 0.22551 -2.90788 -5.70986 0.52 0.20 -0.39
C 0.26182 -3.33414 -4.34804 -0.54 -0.19 0.25
C -0.71403 -2.53124 -3.50465 0.22 0.20 0.20
O -0.29554 -1.17438 -3.41296 0.17 -0.18 -0.20
C -1.04354 -0.32069 -4.27511 -0.01 0.37 0.08
H 1.10992 -1.59988 -6.99844 -0.17 0.15 0.04
H 1.45503 -1.27869 -5.28662 0.07 0.03 -0.07
H 2.23312 -2.66481 -6.11253 0.22 0.10 0.09
H 1.27739 -3.26755 -3.94222 -0.03 0.11 -0.05
H -0.03751 -4.38622 -4.33184 0.00 0.01 -0.03
H -0.71937 -2.93749 -2.48777 0.02 -0.08 -0.02
H -1.73270 -2.60397 -3.89913 0.07 -0.03 -0.07
H -2.04299 -0.16976 -3.86876 0.00 -0.04 -0.23
H -1.11561 -0.72805 -5.28638 -0.14 -0.03 0.08
H -0.53443 0.64477 -4.32673 0.13 -0.09 0.12
C -12.97138 -0.72244 7.65520 -0.16 0.26 -0.21
C -12.31643 -1.71557 8.50688 -0.01 0.06 -0.08
N -11.79819 -2.49548 9.17325 -0.07 0.18 -0.16
H -13.84318 -1.14169 7.14944 0.11 -0.14 0.14
H -13.31266 0.13820 8.23368 0.09 -0.17 0.12
H -12.29444 -0.34973 6.88362 0.12 -0.19 0.14
N 1.97024 -2.62886 -9.43262 -0.04 -0.08 -0.06
H 1.36996 -3.11202 -8.75328 0.00 0.12 0.11
H 1.65968 -2.85045 -10.38211 0.01 0.03 0.08
H 1.90962 -1.61739 -9.28007 -0.03 -0.06 0.10
H 2.93927 -2.93482 -9.30930 -0.06 0.05 0.06
Cl -7.49884 1.89833 0.16527 0.80 0.70 0.16
B -4.35035 -1.61223 -4.96313 -0.33 -0.02 -0.16
F -3.58818 -1.09114 -6.05310 -0.29 -0.25 0.56
F -4.08183 -3.00765 -4.81974 0.00 0.69 0.00
F -3.98620 -0.93052 -3.75403 -0.28 -0.41 -0.51
F -5.73927 -1.41717 -5.21557 0.77 -0.09 0.18
O 5.33832 4.15419 -6.46642 2.15 -0.81 1.15
V 6.79172 3.69110 -5.62655 -0.22 0.24 -0.12
O 8.25684 3.23279 -4.80406 -2.05 0.72 -1.39
B 14.03291 1.94855 1.76068 1.96 1.11 0.06
O 12.69126 2.46573 2.09622 -0.51 -0.74 -0.15
C 11.82515 1.47939 1.90741 -1.08 2.35 0.90
O 10.63395 1.56913 2.09255 0.22 -0.24 -0.11
C 12.54230 0.27685 1.44331 1.49 -2.20 -0.87
O 12.04318 -0.79133 1.18085 -0.18 0.36 0.11
O 13.83938 0.54282 1.35410 -0.85 -0.03 0.11
F 14.88502 2.01710 2.90136 -0.61 -0.05 -0.80
F 14.59365 2.69776 0.68641 -0.41 -0.54 0.78
```
Positions in Å, forces in eV/Å.

The calculation puts the LUMO energy at -3.838 eV. As for the largest force on an atom: 0.089 Eh/bohr. Its charge is -1. The HOMO energy is -4.749 eV.

***

Record 4
Entry from the OMol25 dataset: a gas-phase ion, C3H6N3O2 (charge +1) in a non-equilibrium geometry (the ωB97M-V functional and the def2-TZVPD basis).

```
14
Properties=species:S:1:pos:R:3:forces:R:3
C -1.83942 0.31587 -0.34199 -3.88 0.78 -3.23
C -1.19476 -0.70018 0.38221 2.67 -3.69 -0.33
N 0.51375 -0.51076 0.22529 -1.92 1.24 -0.43
N 1.31466 -1.45873 -0.02286 -3.62 0.30 0.88
O 2.48449 -0.99118 -0.15222 4.13 0.90 -0.54
C 2.55345 0.39468 0.00067 -3.34 2.43 1.10
O 3.37759 1.22480 0.04651 1.09 -1.29 -0.56
N 1.13963 0.72073 0.24413 1.84 -1.89 -0.50
H -2.02908 1.24241 0.09593 0.10 1.45 1.29
H -1.54142 0.53013 -1.35025 1.01 -0.20 -0.55
H -2.91018 -0.01519 -0.66272 1.52 0.04 1.07
H -1.36569 -1.76977 -0.00267 0.68 1.67 0.43
H -1.32693 -0.70178 1.43181 0.08 0.15 1.08
H 0.82393 1.71897 0.10615 -0.37 -1.89 0.29
```
Positions in Å, forces in eV/Å.

The calculation puts the LUMO energy at -5.156 eV. For the energy relative to the best compared isomer or geometry (same formula, charge and spin), the calculation gives 97.40 kcal per mole. Its structure (SMILES) is CC[n+]1noc(=O)[nH]1. As for the largest force on an atom: 0.099 Eh/bohr. Its charge is +1. The HOMO energy is -15.875 eV.

***

Record 5
Entry from the OMol25 dataset: a single C5H5NO2 molecule in a non-equilibrium geometry (the ωB97M-V functional and the def2-TZVPD basis).

```
13
Properties=species:S:1:pos:R:3:forces:R:3
H -0.21270 2.58010 -1.15346 -0.98 -2.87 -2.77
N -0.64042 1.75277 -1.86698 1.29 1.73 2.26
C -0.40501 0.61881 -1.30796 -1.72 3.55 -0.33
C -1.19866 -0.58733 -1.43469 2.79 -3.16 1.85
C -0.67941 -1.34387 -0.34996 -1.96 -0.79 0.64
C 0.17698 -0.46819 0.53083 -4.15 -3.44 -4.11
C 0.50688 -0.70944 1.75179 -0.64 -2.55 2.24
O 1.50252 -0.10775 2.29107 3.07 2.25 3.28
O 0.38509 0.62289 -0.18701 1.61 1.51 -0.16
H -1.79577 -0.89001 -2.32602 0.61 0.41 1.16
H -0.86895 -2.44754 0.07545 0.00 2.69 -1.48
H 0.11498 -1.46221 2.51245 0.24 0.51 -2.02
H 1.73982 0.76932 1.98787 -0.16 0.16 -0.56
```
Positions in Å, forces in eV/Å.

The calculation puts the LUMO energy at 0.064 eV. For the energy relative to the best compared isomer or geometry (same formula, charge and spin), the calculation gives 86.09 kcal per mole. Its structure (SMILES) is [H]/N=C1C=C/C(=C/O)O/1. As for the largest force on an atom: 0.132 Eh/bohr. The HOMO energy is -8.079 eV.

***

Record 6
Entry from the OMol25 dataset: a molecular structure, C2F3INO4S in a non-equilibrium geometry (the ωB97M-V functional and the def2-TZVPD basis).

```
12
Properties=species:S:1:pos:R:3:forces:R:3
C 0.46346 -0.25633 0.11140 1.59 3.91 0.42
C 1.15326 1.18465 0.48735 -2.12 -1.20 -1.15
N 0.73503 -2.89132 -0.14507 -2.78 0.28 0.04
O 1.29599 -1.15203 0.08543 1.86 -1.59 0.07
O 1.53437 -3.60066 -0.24271 2.03 -0.55 -0.09
O -2.21064 1.46109 -1.75890 0.05 -0.06 0.57
O -0.73072 -0.28055 -0.11752 -2.48 -0.68 -0.46
F 1.27662 1.20278 1.79481 0.44 0.51 0.25
F 0.27326 2.19138 0.10018 1.34 -0.90 0.47
F 2.29168 1.30097 -0.15175 -0.04 0.46 0.38
S -2.22610 1.23692 -0.34622 0.11 -0.33 -0.46
I -3.85621 -0.39689 0.18301 0.01 0.15 -0.02
```
Positions in Å, forces in eV/Å.

The calculation puts the LUMO energy at -6.128 eV. For the energy relative to the best compared isomer or geometry (same formula, charge and spin), the calculation gives 0.00 kcal per mole. As for the largest force on an atom: 0.083 Eh/bohr. Its charge is +1. The HOMO energy is -14.674 eV.